Computed, not measured: a molecular structure, C34H65BINO13PS in a non-equilibrium geometry, with ωB97M-V/def2-TZVPD.

The geometry in XYZ format:
```
117
Properties=species:S:1:pos:R:3:forces:R:3:mulliken_charge:R:1
C -2.853 2.089 -1.880 7.66 -8.12 0.57 -1.57
C -1.875 1.051 -1.797 -7.27 8.30 -0.59 0.51
N -0.690 0.053 -1.722 -2.79 3.25 -0.56 1.98
C -0.900 -0.840 -2.923 -0.11 -2.58 -3.23 -0.40
C -1.999 -0.367 -4.034 -0.56 -1.27 -1.69 -0.37
C -1.833 -1.462 -5.294 -0.47 -0.22 -0.75 -0.56
C -1.842 -0.692 -6.776 -1.05 0.57 0.98 -0.30
O -1.269 -1.548 -7.830 1.44 2.66 -1.42 -0.31
C -0.674 -0.711 -8.884 -4.27 3.20 -4.48 0.19
O -1.414 -0.087 -9.840 4.79 -4.46 6.77 -0.43
C -0.854 -0.602 -0.377 -3.39 -0.11 0.92 -0.56
P -0.089 -2.297 -0.068 2.86 -1.43 3.43 -0.13
O 0.734 -3.054 -1.358 -3.68 -1.09 0.36 -0.37
O -1.217 -3.410 0.688 0.67 0.18 -4.27 -0.42
C -0.497 0.284 0.948 0.26 -0.02 1.28 1.38
C -1.841 0.334 1.946 -0.97 -0.30 -0.64 -1.08
C -3.097 1.185 1.371 -4.38 1.61 -1.69 0.59
C -3.304 2.826 1.443 -1.64 -1.45 -1.06 -0.24
C -4.602 3.656 0.887 0.46 -4.14 -0.19 -0.56
C -5.854 2.837 0.216 4.20 -1.75 1.66 -0.76
C -5.720 1.191 0.117 1.76 1.88 1.02 0.51
C -7.005 0.350 -0.528 1.06 0.36 1.07 -0.93
C -4.378 0.363 0.674 -0.47 4.46 0.24 -0.47
B 0.596 -0.568 1.906 1.81 -2.64 0.89 0.47
O 0.116 -1.361 3.094 0.98 3.23 -1.14 -0.40
O 2.060 -0.547 1.717 -2.55 -0.56 -0.20 -0.54
C 0.185 1.735 0.753 -0.10 1.46 0.47 -0.72
C 0.584 2.187 -0.758 0.41 1.18 0.76 0.52
C 2.086 2.922 -0.673 0.34 1.01 -0.34 -0.73
C 1.963 4.527 -0.218 -0.07 -0.08 -1.79 -0.68
O 1.310 4.720 1.082 3.04 0.12 1.03 -0.26
C 2.270 4.836 2.190 -0.46 -4.35 4.37 0.53
C 3.336 6.114 2.313 -0.89 -0.63 -0.80 -0.69
O 2.204 3.861 3.139 0.41 6.35 -6.20 -0.50
C 0.551 0.944 -1.858 1.87 2.71 -0.19 -1.63
S 0.610 1.863 -3.535 0.23 -1.07 0.12 -0.07
I 2.469 -0.081 -1.718 -0.92 -0.54 0.09 0.41
H -3.745 2.843 -1.949 2.01 -1.91 0.37 0.38
H -1.234 -1.954 -2.650 0.76 2.72 0.03 0.26
H 0.132 -0.983 -3.507 -2.16 0.50 1.65 0.33
H -3.135 -0.521 -3.699 2.79 0.78 -0.33 0.26
H -1.808 0.671 -4.539 -0.37 -1.85 1.62 0.32
H -0.862 -2.116 -5.170 -1.88 1.29 -0.41 0.37
H -2.787 -2.174 -5.323 2.27 1.37 0.22 0.29
H -2.978 -0.475 -7.056 2.49 -0.29 0.57 0.04
H -1.255 0.322 -6.731 -1.07 -1.87 0.05 0.37
H 0.493 -0.513 -8.916 -2.37 -0.90 0.45 0.33
H -2.036 -0.785 -0.296 2.36 0.43 -0.28 0.27
H 0.146 -3.834 -1.656 1.50 1.45 0.15 0.35
H -1.457 -4.116 -0.012 -0.01 1.28 1.71 0.30
H -1.545 0.691 3.026 -0.53 -0.54 -2.30 0.57
H -2.204 -0.799 2.045 0.74 2.53 -0.06 0.26
H -2.418 3.452 1.941 -2.23 -1.46 -1.16 0.22
H -4.584 4.844 0.996 -0.15 -3.00 -0.27 0.28
H -6.770 3.468 -0.162 1.90 -1.72 0.79 0.25
H -6.579 -0.374 -1.342 -1.02 1.30 1.60 0.24
H -7.497 -0.244 0.377 1.01 1.14 -2.15 0.27
H -7.799 1.078 -0.986 1.68 -1.39 0.89 0.32
H -4.412 -0.799 0.547 0.20 2.39 0.43 0.31
H 0.247 -0.737 3.874 -0.17 -1.44 -1.12 0.21
H 2.462 -1.465 1.717 -0.67 1.54 0.34 0.25
H 1.168 1.875 1.418 -2.23 -0.65 -1.39 0.29
H -0.556 2.571 1.174 1.57 -1.94 -1.04 -0.76
H -0.140 3.087 -1.063 1.34 -2.37 0.22 0.62
H 2.594 2.975 -1.753 -1.12 -0.21 2.38 0.38
H 2.810 2.387 0.077 -1.54 0.79 -1.49 0.26
H 3.013 5.084 -0.291 -2.15 -1.46 0.33 0.36
H 1.280 5.036 -1.032 1.21 -0.88 1.76 0.27
H 3.432 6.619 1.250 -0.35 -0.85 2.30 0.31
H 4.366 5.638 2.600 -2.12 0.95 -0.35 0.23
H 2.928 6.888 3.123 0.83 -1.89 -1.87 0.32
H 1.399 1.051 -4.400 -0.92 0.60 1.48 0.20
C -5.181 0.788 -9.192 0.21 0.17 -0.08 -0.93
C -5.519 -0.658 -9.489 -0.17 0.29 -0.02 -0.24
O -6.557 -1.101 -8.628 -0.40 -0.04 0.18 -0.54
H -4.866 0.903 -8.150 0.02 -0.06 -0.11 0.21
H -4.379 1.144 -9.845 -0.07 0.02 0.08 0.26
H -6.059 1.428 -9.331 0.08 -0.04 -0.09 0.41
H -4.645 -1.296 -9.328 -0.22 -0.03 0.04 0.22
H -5.848 -0.779 -10.526 0.22 0.03 -0.07 0.31
H -7.331 -0.533 -8.785 0.40 -0.35 0.09 0.31
C 6.634 2.385 4.044 0.22 -0.10 0.05 -0.87
C 5.865 3.688 4.101 -0.03 -0.39 0.18 -0.22
O 5.526 4.109 2.788 0.02 -0.14 -0.52 -0.52
H 7.546 2.502 3.450 -0.08 0.05 0.14 0.28
H 6.907 2.049 5.048 -0.03 -0.04 -0.12 0.38
H 6.038 1.604 3.561 -0.05 0.02 0.14 0.11
H 6.473 4.471 4.564 -0.13 0.00 -0.24 0.33
H 4.945 3.576 4.683 0.08 0.01 0.12 0.25
H 4.979 3.411 2.388 0.22 0.32 0.29 0.21
C -0.777 -2.862 6.056 0.17 0.12 0.19 -0.68
C -1.883 -3.894 5.989 0.28 0.14 -0.18 -0.33
O -2.491 -3.873 4.706 -0.08 -0.15 -0.46 -0.50
H -1.172 -1.861 5.854 -0.07 -0.13 0.09 0.19
H -0.302 -2.862 7.041 0.06 0.02 -0.13 0.35
H -0.014 -3.062 5.296 0.00 -0.06 0.15 0.15
H -2.654 -3.678 6.735 -0.02 -0.08 -0.25 0.32
H -1.494 -4.899 6.177 0.04 0.02 0.23 0.24
H -1.800 -4.074 4.052 -0.35 0.18 0.34 0.27
C 6.608 -1.653 2.337 0.07 0.02 0.22 -1.05
C 5.919 -2.607 1.383 0.34 0.20 0.08 -0.28
O 4.783 -1.980 0.806 -0.47 0.29 -0.42 -0.36
H 5.921 -1.338 3.129 0.08 -0.13 -0.07 0.21
H 7.484 -2.123 2.794 -0.05 0.12 -0.04 0.40
H 6.927 -0.746 1.814 0.10 -0.11 -0.01 0.33
H 5.582 -3.502 1.914 -0.12 0.16 -0.18 0.30
H 6.595 -2.916 0.580 0.09 -0.13 0.12 0.25
H 5.094 -1.191 0.330 -0.16 -0.39 0.35 0.21
C 2.454 -6.300 6.143 -0.08 -0.18 -0.16 -0.90
C 3.238 -5.006 6.205 -0.11 -0.23 0.29 -0.21
O 2.628 -4.112 7.124 -0.06 0.16 0.34 -0.50
H 1.420 -6.109 5.838 0.16 0.02 -0.03 0.16
H 2.909 -6.998 5.435 -0.07 -0.02 0.10 0.33
H 2.412 -6.775 7.129 0.11 -0.02 -0.10 0.33
H 3.259 -4.524 5.223 -0.05 0.11 0.22 0.20
H 4.270 -5.187 6.522 0.07 -0.09 -0.19 0.30
H 2.623 -4.546 7.995 0.00 0.26 -0.46 0.30
```
Forces are in eV/Å.

Its total charge is +1. The HOMO energy is -10.6 eV. Its frontier orbital gap is 7.3 eV. As for the spin multiplicity: 1. As for the energy relative to the best compared isomer or geometry (same formula, charge and spin): 431.7 kcal/mol.



Computed, not measured: a molecular structure, C15H37Cl3N2O3PS2SeSi2Tc, with ωB97M-V/def2-TZVPD.

The geometry in XYZ format:
```
67
Properties=species:S:1:pos:R:3:forces:R:3:mulliken_charge:R:1
Tc 0.502 0.008 0.277 -0.29 -0.06 -0.36 0.62
C 6.359 -1.803 -1.467 0.00 0.00 0.01 -1.36
C 5.073 -2.065 -0.713 0.02 -0.02 0.08 -0.07
O 4.610 -0.829 -0.179 -0.05 0.05 -0.16 -0.35
P 3.016 -0.655 0.169 -0.02 0.07 -0.08 1.29
S 2.670 1.268 0.514 -0.08 -0.13 0.14 -0.58
S 1.823 -1.404 -1.249 0.11 0.07 0.23 -0.51
O 2.877 -1.560 1.487 0.08 -0.14 -0.02 -0.17
C 3.482 -1.158 2.738 -0.06 0.02 0.03 0.35
C 4.723 -1.979 3.008 0.00 0.00 -0.01 -1.31
H 6.749 -2.734 -1.886 0.00 0.00 0.00 0.39
H 7.112 -1.376 -0.804 0.00 0.00 0.00 0.29
H 6.180 -1.100 -2.281 0.00 0.00 0.00 0.31
H 5.237 -2.773 0.106 -0.01 0.00 0.00 0.21
H 4.314 -2.490 -1.375 0.00 0.01 -0.01 0.32
H 2.724 -1.302 3.508 0.01 0.01 0.00 -0.16
H 3.706 -0.090 2.706 0.00 0.00 0.00 0.35
H 4.489 -3.045 2.975 0.00 0.00 0.00 0.29
H 5.101 -1.744 4.005 -0.01 0.01 0.00 0.40
H 5.506 -1.765 2.278 0.00 0.00 0.00 0.25
Cl -0.821 2.403 -2.437 0.00 0.01 -0.02 -0.40
Si -0.642 1.982 -0.341 -0.01 0.04 0.05 0.41
Cl -2.691 2.097 0.228 0.02 -0.01 0.00 -0.37
Cl 0.017 3.904 0.294 0.01 0.00 0.00 -0.38
C -2.119 -2.833 0.909 -0.01 -0.01 0.02 -1.82
C -1.267 -1.960 1.836 0.01 -0.04 -0.05 1.73
C -0.120 -2.773 2.437 0.01 0.02 -0.02 -1.48
C -2.127 -1.363 2.950 0.01 -0.01 0.01 -1.28
N -0.731 -0.890 1.019 0.13 0.23 0.08 -0.70
H -2.489 -3.707 1.452 -0.01 0.00 0.00 0.42
H -1.528 -3.165 0.054 0.00 -0.01 0.01 0.41
H -2.973 -2.265 0.534 0.01 0.00 -0.01 0.31
H -0.522 -3.609 3.016 0.00 0.00 0.00 0.43
H 0.467 -2.148 3.112 0.00 0.00 0.01 0.02
H 0.526 -3.157 1.645 0.00 0.00 0.00 0.37
H -2.574 -2.165 3.543 -0.02 0.00 -0.02 0.42
H -2.919 -0.741 2.527 0.02 0.02 0.01 0.39
H -1.510 -0.763 3.618 0.00 -0.01 0.01 -0.17
C -5.791 -0.692 -2.950 -0.01 0.01 -0.02 -1.02
N -4.790 -1.636 -3.393 0.01 0.02 0.00 0.12
C -5.260 -2.747 -4.185 0.00 0.00 0.00 -1.07
C -3.475 -1.609 -2.971 0.01 0.00 -0.01 0.73
C -3.105 -0.502 -2.023 -0.01 0.02 0.09 -0.77
O -2.679 -2.441 -3.373 -0.03 -0.02 0.04 -0.71
H -6.552 -0.597 -3.727 0.01 0.01 0.00 0.32
H -5.358 0.291 -2.786 0.00 0.00 0.01 0.37
H -6.288 -1.010 -2.026 0.00 0.00 0.00 0.28
H -5.649 -2.405 -5.150 0.00 0.00 0.00 0.29
H -6.060 -3.284 -3.665 0.00 0.00 0.00 0.35
H -4.426 -3.422 -4.355 0.00 0.00 -0.01 0.33
H -3.873 -0.331 -1.269 0.02 0.00 0.02 0.41
H -2.963 0.436 -2.565 -0.02 0.00 -0.02 0.44
H -2.171 -0.720 -1.509 0.06 -0.12 -0.12 -0.14
C -0.161 1.956 3.844 0.02 0.02 0.04 -0.53
Si -0.025 1.277 5.599 0.05 0.06 -0.05 0.50
C 0.833 2.655 6.589 -0.01 -0.02 0.03 -1.12
C -1.794 1.211 6.288 0.00 -0.02 -0.02 -1.09
Se 1.023 -0.657 5.761 0.01 -0.06 0.08 -0.75
H -0.726 2.894 3.817 0.01 0.00 0.00 0.36
H -0.645 1.255 3.162 -0.01 -0.01 0.00 -0.16
H 0.835 2.151 3.436 0.00 -0.01 -0.01 0.22
H 0.250 3.582 6.579 0.00 0.00 -0.01 0.34
H 1.816 2.860 6.156 0.00 -0.01 0.01 0.26
H 0.983 2.343 7.626 -0.01 0.01 0.00 0.26
H -2.237 2.210 6.358 0.00 0.00 -0.02 0.34
H -1.796 0.751 7.279 0.00 0.01 0.01 0.26
H -2.427 0.601 5.637 0.00 -0.01 0.01 0.29
```
Forces are in eV/Å.

Its total charge is -2. The HOMO energy is -1.5 eV. Its frontier orbital gap is 5.5 eV. As for the spin multiplicity: 1. As for the energy relative to the best compared isomer or geometry (same formula, charge and spin): 0.0 kcal/mol.



Number 2 is which compound? C15H37Cl3N2O3PS2SeSi2Tc